Entry from the Open Molecules 2025 dataset: a cluster of 8 separate species, C45H67N3O26 in total (wB97M-V/def2-TZVPD).

Each line ends with the Löwdin charge.
Geometry (Å):
H 1.4482 4.9976 -1.3933  0.1093
O 1.1580 3.2919 -0.1614  -0.0594
O -7.6505 -2.4964 6.8008  0.1589
H 3.0933 2.6331 -3.6446  0.0582
C 8.4432 0.2613 -0.7638  -0.1223
H -0.1344 1.9097 3.2601  0.1044
C 3.2866 -3.3407 2.3157  -0.4898
O -9.0684 -3.6584 5.4974  0.0615
H -5.1027 -2.5111 5.8789  0.1347
O 3.5728 -1.3476 -1.2584  -0.1666
O -9.1676 0.2673 7.1725  0.0574
O 1.9684 -3.0057 2.2499  -0.0251
C -0.2029 3.1644 -0.4018  -0.3905
O 9.6681 0.8365 -0.2983  0.0584
H 0.5002 1.2522 -4.9437  0.0669
O 5.8335 -4.2897 -1.1886  0.0566
H 5.1358 -0.5847 1.4823  0.0589
H -9.8549 -6.0377 7.5143  0.1326
H -0.4307 0.2331 0.8996  0.0998
H 3.2506 -3.3317 -7.1673  0.1335
C 4.2427 -2.4699 1.5479  -0.0756
C 1.6311 -1.7903 2.9734  -0.1633
C -8.4294 -3.3805 6.6601  -0.5559
O -3.3891 2.0103 -8.4227  0.1625
H 5.3194 0.1121 -3.6790  0.0817
H -1.4132 -0.1784 3.3948  0.0960
O 2.9286 -1.9255 -5.6971  0.0471
C -8.2104 1.1248 6.7461  -0.5465
H -9.7121 3.0277 8.7326  0.1324
H 4.9762 -1.4028 3.1879  0.0776
C -9.7331 -4.9167 5.6431  -0.1138
O -4.0406 -0.7447 3.9685  0.0547
H -1.8227 2.0694 0.6294  0.1290
C 6.0546 -3.8094 -2.4328  -0.5503
C 4.2700 -0.2170 -1.7836  -0.2388
H 6.7258 -6.5170 -2.6445  0.1333
H 4.1813 -5.5190 -1.2523  0.1372
H 2.5771 -0.1302 0.0559  0.1206
C -4.7367 2.6596 -5.3692  -0.1191
C -2.0764 2.6199 -1.8723  -0.1912
C 0.1500 -1.5393 2.7661  -0.1777
C 2.6548 -1.3669 -7.9034  -0.1109
H 1.2072 6.2831 0.5258  0.0891
C 1.6917 -1.4054 -5.8671  -0.5688
H -6.5384 -2.5582 4.8486  0.1039
H 5.6204 -6.2422 -0.5065  0.1362
H 1.8830 -1.9623 4.0244  0.1402
C 1.2346 -0.7101 -1.5625  -0.1250
C -0.7826 2.3549 0.7951  -0.0752
H -5.5797 2.2659 -4.8080  0.1332
C 1.0977 2.1618 -4.9998  -0.0209
H 2.0982 -1.8441 0.0469  0.1112
H 7.8820 -0.1672 0.0630  0.1262
H 7.8436 1.0427 -1.2356  0.1298
C 1.2232 2.8460 -3.6444  -0.3861
H 4.5177 -2.0968 -7.0255  0.1353
O 3.6416 -4.3191 2.9190  0.1352
N -1.2826 5.5782 -0.3022  0.2161
C -3.7984 -1.9709 3.4570  -0.5712
H 4.4521 -2.7491 0.5195  0.0980
O 1.0065 0.6988 -1.5779  -0.1374
O 5.8844 -4.7778 -3.3618  0.0670
C -5.0743 3.9048 -6.1587  -0.1190
H -10.6756 -4.9154 5.1021  0.1324
H -6.0765 -0.3917 3.8893  0.1341
C 3.4459 -2.2736 -6.9844  -0.1081
C 0.2882 1.0414 2.7479  -0.1736
C 1.9382 5.4909 0.6940  -0.2189
H 3.5435 -0.2498 -3.7884  0.0561
C -0.3126 1.0172 -1.8964  -0.1667
C -9.9045 -5.0171 7.1440  -0.1165
H -9.0910 -5.7024 5.2415  0.1348
C -9.7162 2.3865 7.8550  -0.1176
H -0.7936 3.0594 1.6292  0.1173
O 10.1642 -0.2096 -2.2048  0.0600
C 2.3770 -0.9953 -0.5801  -0.1692
N 2.3413 3.0260 -3.0829  0.1786
H 0.3182 -1.2466 -1.3006  0.1320
H -0.3841 -2.3461 3.2707  0.1107
C 1.8253 4.5078 -0.4976  -0.2072
H -0.8445 3.1484 -3.8130  0.1124
H 1.5907 -1.0144 -2.5498  0.1152
C -0.5953 2.5206 -1.7957  -0.2745
O 0.9328 -1.1730 -4.9806  0.1483
H -0.1106 4.3938 -2.8668  0.1247
H 2.4566 -1.8073 -8.8769  0.1331
H 5.0464 -6.6742 -3.1975  0.1328
O -8.7975 -4.2524 7.6298  0.0660
H 3.7157 0.7109 -1.6147  0.1108
H -0.6201 0.6341 -2.8804  0.1463
H 1.3616 1.0759 2.9530  0.1025
O 1.4357 -1.1849 -7.1761  0.0681
C -5.3364 -0.7649 4.5969  -0.1082
H -3.8981 2.8096 -4.6882  0.1048
H -0.9797 0.5184 -1.1749  0.1287
H 4.0598 5.3964 1.1510  0.0736
O 6.3524 -2.6836 -2.6744  0.1443
H -0.0178 -0.2330 4.4281  0.1161
H 8.2421 -0.9216 -2.5834  0.1164
C -3.9329 2.4639 -7.4703  -0.5739
H -5.3460 -0.1392 5.4774  0.1100
H -6.1146 3.9225 -6.4896  0.1308
H 2.0767 1.9715 -5.4375  0.0762
O -8.4259 2.3675 7.2410  0.0676
H 1.6949 4.9651 1.6167  0.1128
H 2.2647 -0.9789 2.6026  0.1008
C 5.7501 -6.0292 -2.6781  -0.1115
C 0.0761 1.1491 1.2119  -0.1566
H 4.6529 -1.5238 -3.3637  0.0467
H 2.8429 4.2104 -0.7507  0.1060
O -4.2277 3.7785 -7.3051  0.0554
H -10.8304 -4.5548 7.4911  0.1321
H 9.1297 -1.7376 -1.2834  0.1343
O 11.6931 1.1371 -1.2414  0.1638
H 1.0541 1.1432 0.7485  0.0884
C 5.2683 -5.5993 -1.3088  -0.1072
O -4.3424 1.7440 -6.3982  0.0590
C 4.4849 -0.4618 -3.2774  -0.0594
H -9.5408 0.6503 9.1608  0.1346
C -0.3250 -0.2179 3.3734  -0.1869
C 3.3398 6.1028 0.7329  -0.1131
H -4.8566 4.8239 -5.6209  0.1320
C -5.5120 -2.2352 4.9070  -0.1090
H -10.4426 2.7691 7.1356  0.1329
C -0.0880 3.3178 -3.0427  -0.0546
C -9.9371 0.9253 8.1816  -0.1163
C 10.6166 0.6378 -1.2482  -0.5721
H 0.5931 2.8698 -5.6675  0.0882
O -7.3047 0.8335 6.0349  0.1635
C 8.9274 -0.7739 -1.7538  -0.1202
H 5.2328 -0.1121 -1.2677  0.1034
O -2.8870 -2.2303 2.7336  0.1468
H 3.1296 -0.3937 -8.0410  0.1333
O -4.7228 -2.8596 3.8762  0.0661
C 4.8132 -1.4040 2.1154  0.0363
H 3.6690 6.4469 -0.2463  0.0747
C -0.9263 4.4865 -0.3578  -0.1578
H -10.9806 0.6260 8.1223  0.1311
H 3.3295 6.9499 1.4235  0.0686
H -0.0842 -1.6535 1.7066  0.1076
N -3.2162 2.6395 -2.0163  0.2122

Net charge: 0
Kohn-Sham gap: 9.5 eV
SMILES: [H]/N=C(\C)C[C@@](C#N)(COCCOCC)[C@@](C#N)(CCCCCCOC(=O)C=C)OCCC.O=C1OCCO1.O=C1OCCO1.O=C1OCCO1.O=C1OCCO1.O=C1OCCO1.O=C1OCCO1.O=C1OCCO1
Multiplicity: 1

---

Entry from the Open Molecules 2025 dataset: a cluster of 2 separate species, C6H14O in total (wB97M-V/def2-TZVPD).

Each line ends with the Löwdin charge.
Geometry (Å):
H -2.2476 1.7080 -1.4092  0.0479
H -1.1107 0.6515 -1.2625  0.0032
H 2.3705 1.0217 -1.6228  0.0879
C -0.8412 -0.5044 1.1147  -0.2361
C 1.1572 -1.3601 0.1666  0.0258
C 0.5143 -0.2607 0.4090  -0.3763
C -1.7443 -1.6025 0.5006  -0.1226
H 0.8121 -2.2913 0.5993  0.0597
C 2.3506 1.4315 -0.5437  -0.1073
H -1.8809 -1.5087 -0.5733  0.0560
H 0.1297 1.8404 0.2433  0.1073
C 1.0347 1.1756 0.3605  -0.1768
O -2.0016 0.7955 -1.5940  -0.0467
H -1.3994 0.3742 0.7316  0.0746
H -0.8623 -0.4555 2.2232  0.1212
H -1.3082 -2.6746 0.6905  0.0917
H 3.2863 0.9708 -0.2695  0.0425
H 1.4516 1.2475 1.4084  0.1268
H -2.7326 -1.5226 1.0054  0.0769
H 2.6428 2.5139 -0.5653  0.0665
H 2.0337 -1.5154 -0.4943  0.0780

Relative energy (zero: lowest compared OMol25 entry of this formula, charge and spin): 52.0 kcal/mol
Net charge: 0
Kohn-Sham gap: 10.2 eV
SMILES: C=C(CC)CC.O
Multiplicity: 1

---

Entry from the Open Molecules 2025 dataset: a structure of composition C9H8AuBr2Cl2NO2 (wB97M-V/def2-TZVPD).

Each line ends with the Löwdin charge.
Geometry (Å):
C -4.5479 -0.4930 -0.1938  -1.0175
H 0.8899 4.7530 -0.3942  0.1101
Br 0.4033 -0.2028 3.0720  0.5819
H 2.1893 1.1326 1.9158  -0.0161
Au -0.8429 1.0767 0.5592  0.9199
H -0.4840 4.5135 -4.4517  0.1058
Cl -4.4210 -1.9499 -1.1902  0.6131
C 0.5899 4.1851 -1.2617  -0.0192
H -4.9377 -0.7740 0.7875  0.0713
H -0.5398 2.0569 -4.2869  0.1121
O -2.6067 0.6339 -1.0379  -0.0742
N 0.5794 2.2175 0.0679  -0.0252
H 2.8537 -0.3891 2.6466  -0.0038
C 0.4487 2.7728 -1.1021  -0.4273
O -2.6164 0.0309 1.0641  -0.1574
C 0.2388 4.7898 -2.4410  -0.0811
C 2.0489 0.0632 2.0721  -1.0605
C -0.2381 2.6433 -3.4310  -0.0707
H 0.0866 0.9337 -2.1794  0.0978
C 0.0932 2.0102 -2.2645  -0.0398
Br 1.9919 -0.7736 0.3384  0.5726
H 0.2962 5.8664 -2.5226  0.1070
C -0.1967 4.0337 -3.5283  -0.0612
Cl -5.6247 0.6990 -0.9302  0.6144
C -3.1592 0.1033 -0.0698  -0.8520

Relative energy (zero: lowest compared OMol25 entry of this formula, charge and spin): 13.4 kcal/mol
Net charge: 0
⟨S²⟩: 2.054
Kohn-Sham gap (spin up / spin down): 8.7 / 6.9 eV
Multiplicity: 3

---

Entry from the Open Molecules 2025 dataset: a cluster of 15 separate species, C27H23Cl42IO2 in total (wB97M-V/def2-TZVPD).

Each line ends with the Löwdin charge.
Geometry (Å):
Cl -7.2450 1.5010 2.8644  0.5309
C 3.0438 0.7644 -5.3212  -1.5021
Cl 5.0759 -4.8003 -2.7122  0.5511
H 1.3515 3.8845 4.2677  0.0188
C -3.2787 -6.6907 0.5483  -0.2471
C 2.5570 -2.3333 1.3961  -0.6658
H 8.2994 -0.8078 4.8037  0.0108
H -4.3332 -4.8374 1.0684  0.0278
Cl 8.0158 -2.7593 3.5366  0.5212
C 0.5098 -3.5900 0.8444  -0.0743
C -6.4841 3.0763 2.6189  -1.5243
Cl 4.0306 -2.1518 -2.1459  0.6411
C 7.7173 0.0183 9.0340  -1.5601
Cl -7.3056 3.2536 -1.2651  0.4626
Cl -2.0076 3.7511 -6.5615  0.5456
Cl -4.1159 7.3661 -3.8986  0.5153
Cl -3.1176 1.1310 2.4275  0.4817
H -4.4460 -0.2995 1.1372  0.0015
Cl -0.6363 3.3738 3.1387  0.5106
Cl 6.8173 4.1565 -0.7071  0.5267
C -0.2474 6.2221 -0.6730  -1.5182
H 3.9001 0.3694 -5.8559  0.0130
Cl 1.9060 4.2838 2.0169  0.4913
Cl 0.2119 7.8528 -0.1655  0.5341
C 2.7319 -1.9554 0.0355  -0.3468
Cl -5.4681 3.0537 1.1754  0.4728
H -1.3730 -5.7687 -1.9948  0.1272
Cl -7.9586 1.7650 -3.6714  0.5238
H 3.5828 -1.3307 -0.2346  0.0077
Cl 1.3143 2.6694 -1.7682  0.4719
C -1.1562 -5.4510 0.1074  -0.1326
Cl 2.7557 -0.2658 -3.9129  0.5134
Cl -0.4941 5.1746 0.7262  0.4697
C -0.4882 -3.6998 -1.5062  -0.3234
H -1.2699 -7.2809 1.3295  0.1228
C 7.9864 -1.8204 5.0309  -1.5435
C -4.5551 -3.6588 -2.1627  -1.4956
C -3.8119 -5.7440 1.4273  -0.0367
H 0.5607 5.8101 -1.2683  0.0020
Cl 1.1947 0.1189 -0.3664  0.7083
H -3.7419 -5.9560 2.5104  0.0713
Cl -1.7079 6.2655 -1.6622  0.4994
H 6.0110 -2.7282 -3.2827  0.0198
Cl -4.4401 -5.3182 -1.5574  0.6354
C 1.4380 -3.1698 1.8389  -0.0533
C 0.6284 -3.1922 -0.5708  -0.0897
C -1.7320 -6.8541 0.4123  -0.1287
Cl -0.2147 5.4153 -4.9890  0.5239
Cl 1.6549 0.7344 -6.4150  0.5421
C -4.5583 5.7125 -4.3319  -1.5390
H -3.7529 5.2861 -4.9185  -0.0397
C -0.5726 3.7695 -5.5258  -1.5348
H -7.2649 3.8138 2.4741  0.0159
C 0.5314 1.7625 -0.4720  -1.4600
C -1.0480 -5.0891 -1.1920  0.0385
Cl -6.0304 5.6896 -5.3107  0.5254
Cl 1.7412 1.7416 3.4052  0.5326
Cl -4.7670 4.7400 -2.8712  0.4969
H -3.9445 -7.3557 -0.0326  0.0721
H -1.5146 -7.4916 -0.4664  0.1131
C -0.6798 -4.5021 1.2380  -0.2906
Cl -0.7859 2.6969 -4.1438  0.5003
H 0.2688 3.4107 -6.1076  -0.0203
H -8.6188 3.9363 -3.0842  0.0105
Cl -2.2671 -1.1045 0.8151  0.5377
H 8.0901 -0.9462 8.7076  -0.0167
Cl 7.7046 1.1057 7.6413  0.5084
Cl 4.1361 3.0955 -0.3519  0.4875
Cl 6.3516 -1.7588 5.6966  0.4741
H 1.7690 -2.1378 -2.1111  0.0251
C 1.6996 -2.3898 -1.0550  -0.1888
Cl -4.0359 -1.5534 3.0762  0.5402
H 5.4230 4.3285 1.1706  0.0101
Cl 8.7926 0.6321 10.2931  0.5274
C 1.1191 3.3908 3.3315  -1.4898
O -1.1704 -4.4797 2.3307  0.1147
Cl -10.0696 2.5722 -1.8451  0.5246
Cl -1.2151 1.7080 -0.7264  0.5200
Cl -5.4735 -2.6529 -1.0343  0.5304
I 3.9511 -1.7091 2.8936  0.8411
C 5.0032 -3.1270 -3.2674  -1.4475
H -3.5502 -3.2545 -2.2425  -0.0042
Cl 9.1116 -2.4969 6.2142  0.5337
C -8.5036 3.0062 -2.5393  -1.5389
Cl 4.3560 -3.0507 -4.9126  0.5299
Cl 6.3016 2.1604 1.3420  0.5132
C 5.6401 3.5410 0.4580  -1.5423
Cl -5.5395 3.5392 4.0385  0.5249
Cl 6.0827 -0.2031 9.6640  0.5232
C -3.5842 -0.4408 1.7810  -1.5326
H 0.7292 2.2713 0.4663  -0.0498
O -0.9376 -3.0430 -2.4117  0.0988
Cl 3.4174 2.4212 -4.8307  0.5296
Cl -5.2948 -3.6257 -3.7675  0.5328
H 1.2931 -3.4666 2.8865  0.1089

Net charge: 0
Kohn-Sham gap: 6.7 eV
Multiplicity: 1